[1]
# C15H16BN4O8

A structure of composition C15H16BN4O8 in a non-equilibrium geometry (the ωB97M-V functional and the def2-TZVPD basis, the OMol25 dataset).

Geometry (Å):
C (-4.25889, 3.59379, -2.04525)
C (-3.61403, 2.62026, -1.24383)
C (-3.54963, 1.69214, -0.20409)
C (-2.35311, 0.97022, -0.36066)
C (-1.66681, 1.38451, -1.49443)
B (-0.55273, -0.23914, 1.87297)
O (0.57562, 0.54565, 1.98135)
C (1.49104, -0.55103, 2.51285)
C (0.76555, -1.88807, 2.55288)
C (1.68925, -2.94384, 3.04979)
C (0.27955, -2.15763, 1.06781)
O (-0.53387, -1.07337, 0.66154)
C (-0.47889, -1.56168, 3.52430)
O (-1.34714, -0.53215, 2.97184)
O (-2.39236, 2.41431, -1.97097)
H (-5.24538, 4.03596, -1.82044)
H (-3.60097, 4.46829, -2.12421)
H (-4.42515, 3.14796, -3.02873)
H (-4.27773, 1.53537, 0.57965)
H (-2.03643, 0.23330, 0.37344)
H (2.28013, -0.55149, 1.79104)
H (1.71430, -0.17209, 3.50926)
H (1.13552, -3.84750, 3.03340)
H (2.60066, -3.22071, 2.53069)
H (2.01525, -2.64921, 4.01936)
H (1.09776, -2.32061, 0.34901)
H (-0.39834, -3.00326, 1.06677)
H (-1.08051, -2.46451, 3.66802)
H (-0.02783, -1.14260, 4.43422)
O (3.02083, 0.40874, 0.43778)
N (2.87101, 1.27528, -0.42291)
C (1.66235, 1.30086, -1.37817)
C (0.32703, 0.63616, -1.46259)
C (0.74251, -0.41913, -2.39005)
N (1.01053, -1.77162, -2.40358)
O (1.21140, -2.65095, -1.57008)
O (1.57577, -2.16294, -3.79770)
N (1.67589, -1.02859, -4.53020)
C (1.36085, -0.02186, -3.63364)
N (2.05889, 1.10157, -3.69271)
C (2.27703, 1.77443, -2.59979)
O (3.68731, 2.24325, -0.59987)
H (-0.26459, 0.36496, -0.60493)
H (2.97837, 2.62695, -2.60918)

Charge: -1
HOMO energy: -4.2205 eV
Multiplicity: 1
E_tot: -1426.57823 Ha
Relative energy (zero: lowest compared OMol25 entry of this formula, charge and spin): 21.6 kcal per mole
Frontier orbital gap: 0.2483 hartree

Here are the Löwdin charges for atoms 1 to 5, given in e: C -0.07; C -0.27; C -0.03; C -0.10; C -0.03

[2]
# C15H16BrMnN6O9

A structure of composition C15H16BrMnN6O9 (the ωB97M-V functional and the def2-TZVPD basis, the OMol25 dataset).

Geometry (Å):
Mn (0.43601, 0.33788, -0.80570)
O (1.02874, -0.94326, -4.41030)
C (0.71485, -1.02948, -3.26720)
O (0.32600, 0.07031, -2.56541)
C (0.63900, -2.31944, -2.47147)
C (-0.64432, -2.29052, -1.63050)
C (-0.97625, -3.65004, -1.04053)
C (0.11737, -3.81179, 0.04401)
C (0.89305, -2.51177, -0.08534)
O (-0.15468, -1.55472, -0.45451)
C (1.74268, -2.46227, -1.36417)
C (2.69834, -1.28928, -1.24413)
O (3.87364, -1.36062, -1.43450)
O (2.15655, -0.12040, -0.81454)
H (0.67447, -3.14984, -3.17134)
H (-1.47337, -1.73864, -2.06351)
H (-1.97244, -3.64278, -0.60363)
H (-0.94576, -4.42398, -1.80492)
H (-0.31700, -3.90017, 1.03725)
H (0.76683, -4.66946, -0.12031)
H (1.38561, -2.15439, 0.81453)
H (2.34120, -3.35672, -1.51405)
N (2.64454, 2.32447, 0.16156)
N (2.20446, 3.48036, -0.46127)
C (1.01115, 3.52380, -1.04663)
N (0.55661, 4.68577, -1.49312)
N (0.34147, 2.35150, -1.15434)
N (-0.97828, 2.33345, -1.48614)
O (-1.60808, 3.25867, -1.91387)
O (-1.45532, 1.19352, -1.29451)
H (2.63375, 2.42101, 1.16807)
H (3.53040, 2.01586, -0.21352)
H (2.72833, 4.34310, -0.38763)
H (1.08793, 5.52730, -1.34473)
H (-0.32607, 4.73048, -1.97739)
Br (-4.50665, -1.72561, 2.77962)
C (-3.25974, -0.39340, 3.24535)
C (-3.36012, 0.25814, 4.47078)
N (-2.50949, 1.20178, 4.85681)
C (-1.52645, 1.53433, 4.03152)
C (-1.35083, 0.93409, 2.78776)
C (-2.23735, -0.05666, 2.38308)
C (-0.23186, 1.37698, 1.92487)
O (0.51256, 2.28884, 2.16004)
O (-0.08282, 0.60054, 0.82876)
H (-4.15640, 0.00234, 5.15985)
H (-0.84275, 2.30772, 4.35955)
H (-2.12946, -0.54704, 1.42581)

Charge: +1
HOMO energy (spin up / spin down): -12.0608 / -12.0591 eV
Multiplicity: 2
E_tot: -5311.56998 Ha
Frontier orbital gap (spin up / spin down): 0.2069 / 0.2384 hartree

Here are the Löwdin charges for atoms 1 to 5, given in e: Mn 1.00; O 0.20; C -0.47; O -0.11; C -0.07

[3]
# C15H16BrN3O3S

A cluster of 2 separate species, C15H16BrN3O3S in total in a non-equilibrium geometry (the ωB97M-V functional and the def2-TZVPD basis, the OMol25 dataset).

Geometry (Å):
C (2.11530, -1.34867, 4.54063)
C (1.67570, -0.60473, 3.31501)
C (2.62168, -0.05211, 2.45046)
C (2.25028, 0.62136, 1.29412)
C (0.88720, 0.74505, 0.99018)
S (0.35834, 1.61156, -0.47976)
N (-0.20421, 3.27237, 0.23043)
C (-0.48111, 4.22598, -0.48132)
O (-0.70991, 5.14699, -1.18441)
O (1.49267, 1.80499, -1.33836)
O (-0.86079, 1.01790, -0.97055)
C (-0.08131, 0.18379, 1.83034)
C (0.32581, -0.48037, 2.97681)
H (1.23405, -1.72413, 5.06275)
H (2.75134, -2.19260, 4.25451)
H (2.69048, -0.70760, 5.21673)
H (3.67450, -0.18493, 2.71659)
H (3.00981, 1.05576, 0.64002)
H (-1.14401, 0.27738, 1.59383)
H (-0.40285, -0.94428, 3.64769)
C (-4.97864, 7.81155, 4.74161)
N (-5.20232, 7.47689, 3.36035)
C (-6.44043, 8.00143, 2.84494)
C (-4.28142, 6.83676, 2.56940)
C (-3.63516, 5.64643, 3.01590)
Br (-4.20776, 4.75299, 4.60187)
C (-2.71303, 5.01750, 2.16997)
N (-2.39306, 5.51421, 0.96617)
C (-2.98971, 6.62798, 0.52404)
C (-3.96755, 7.29223, 1.27158)
H (-3.97486, 7.51215, 5.06002)
H (-5.09302, 8.90330, 4.85073)
H (-5.73947, 7.32335, 5.36448)
H (-6.56853, 7.71193, 1.79482)
H (-7.27118, 7.59592, 3.44745)
H (-6.46285, 9.09998, 2.93657)
H (-2.25577, 4.09117, 2.51368)
H (-2.70279, 7.02880, -0.45311)
H (-4.44345, 8.20145, 0.89631)

SMILES: Cc1ccc(S(=O)(=O)N=C=O)cc1.CN(C)c1ccncc1Br
Charge: 0
HOMO energy: -8.2959 eV
Multiplicity: 1
E_tot: -3943.33287 Ha
Relative energy (zero: lowest compared OMol25 entry of this formula, charge and spin): 31.5 kcal per mole
Frontier orbital gap: 0.3038 hartree

Here are the Löwdin charges for atoms 1 to 5, given in e: C -0.05; C -0.27; C -0.04; C -0.04; C -0.29

[4]
# C15H16Cl2N2O3

The molecule C15H16Cl2N2O3 (the ωB97M-V functional and the def2-TZVPD basis, the OMol25 dataset).

Geometry (Å):
O (5.22734, 0.78804, 1.13534)
C (4.39291, 1.20523, 0.37106)
O (4.51082, 1.08879, -0.95465)
H (5.33909, 0.63967, -1.18299)
C (3.14042, 1.87008, 0.80157)
C (2.32309, 2.69076, -0.16093)
C (1.81550, 1.35838, 0.26298)
C (1.79078, 0.24654, -0.75546)
O (1.55140, 0.45092, -1.92713)
N (2.06103, -0.99675, -0.27988)
C (2.16565, -1.36225, 1.11148)
H (2.89522, -2.17513, 1.18045)
H (2.53623, -0.53075, 1.70685)
C (0.77650, -1.83611, 1.62048)
N (-0.05297, -2.22140, 0.49612)
C (-1.08132, -1.39201, 0.08037)
C (-1.89970, -0.77854, 1.03690)
C (-2.95404, 0.03114, 0.66152)
C (-3.24042, 0.24140, -0.68204)
C (-2.45613, -0.38563, -1.63670)
C (-1.39624, -1.18773, -1.26764)
H (-0.80486, -1.63128, -2.04946)
H (-2.67154, -0.22809, -2.68128)
Cl (-4.55238, 1.25508, -1.15884)
Cl (-3.92090, 0.76862, 1.88561)
H (-1.74104, -0.94714, 2.08972)
C (0.69971, -2.99828, -0.46285)
H (0.02458, -3.42316, -1.20432)
C (1.80521, -2.14285, -1.12854)
H (2.72436, -2.72504, -1.25082)
H (1.50010, -1.75626, -2.10197)
H (1.15173, -3.82648, 0.09203)
H (0.29374, -1.03140, 2.17035)
H (0.89796, -2.69177, 2.29388)
H (0.98929, 1.31663, 0.96392)
H (1.84551, 3.58084, 0.21738)
H (2.68740, 2.76553, -1.17383)
H (3.17114, 2.16138, 1.84475)

SMILES: O=C(O)[C@H]1C[C@H]1C(=O)N1CCN(c2ccc(Cl)c(Cl)c2)CC1
Charge: 0
HOMO energy: -8.0325 eV
Multiplicity: 1
E_tot: -1836.82224 Ha
Relative energy (zero: lowest compared OMol25 entry of this formula, charge and spin): 2.4 kcal per mole
Frontier orbital gap: 0.3144 hartree

Here are the Löwdin charges for atoms 1 to 5, given in e: O 0.10; C -0.51; O 0.13; H 0.14; C -0.13

[5]
# C15H16GaN10O9Si

A structure of composition C15H16GaN10O9Si (the ωB97M-V functional and the def2-TZVPD basis, the OMol25 dataset).

Geometry (Å):
Ga (-0.18678, -0.49681, -0.72960)
O (4.09063, -0.02075, -0.46815)
C (2.84196, 0.43420, -0.81023)
O (1.98342, -0.66304, -0.71892)
C (2.44977, 1.72250, -1.03411)
C (3.41582, 2.78887, -1.02187)
C (2.96906, 4.06463, -1.21666)
C (1.65159, 4.43796, -1.40745)
C (0.69389, 3.39491, -1.41933)
C (1.06782, 2.04208, -1.31863)
O (0.20399, 1.05647, -1.57300)
N (-0.65609, 3.78345, -1.55718)
O (-0.89015, 4.95514, -1.90502)
O (-1.59474, 3.01308, -1.19413)
N (3.99207, 5.14476, -1.21254)
O (3.61034, 6.29636, -1.29675)
O (5.16658, 4.83045, -1.12859)
H (4.46383, 2.57855, -0.88815)
H (1.34818, 5.46000, -1.52531)
C (-2.68070, 0.17570, 2.59450)
Si (-1.08028, -0.77685, 2.46877)
C (0.07405, -0.30294, 3.84394)
C (-1.45777, -2.60599, 2.58382)
O (-0.37498, -0.45739, 1.04696)
H (-3.12854, 0.11742, 3.58999)
H (-3.41202, -0.20966, 1.87690)
H (-2.50547, 1.22844, 2.35859)
H (-0.36590, -0.45891, 4.83207)
H (0.36032, 0.74760, 3.75661)
H (0.98499, -0.90348, 3.77675)
H (-1.94766, -2.86430, 3.52676)
H (-0.53291, -3.18532, 2.51238)
H (-2.11357, -2.92007, 1.76592)
N (-5.08577, -2.01482, -2.05674)
N (-4.01280, -1.16847, -1.81930)
N (-4.12746, 0.13452, -1.94380)
C (-2.87815, 0.53092, -1.71567)
N (-2.09197, -0.53459, -1.48541)
N (-2.84315, -1.62134, -1.55116)
H (-5.89503, -1.58762, -1.62076)
H (-4.86322, -2.89736, -1.61100)
H (-2.49964, 1.55369, -1.74165)
N (0.22171, -4.41307, -0.49666)
C (0.78596, -3.19205, -0.62140)
O (0.03097, -2.31527, -1.20806)
C (2.08527, -2.97060, -0.16258)
C (2.76713, -4.06716, 0.42493)
N (3.21470, -5.01049, 0.91642)
C (2.75660, -1.70578, -0.32763)
N (3.98813, -1.41608, -0.17093)
H (-0.71921, -4.52760, -0.82251)
H (0.72521, -5.18390, -0.09442)

Charge: -1
HOMO energy (spin up / spin down): -2.3000 / -3.1861 eV
Multiplicity: 1
E_tot: -4020.12448 Ha
Relative energy (zero: lowest compared OMol25 entry of this formula, charge and spin): 0.0 kcal per mole
Frontier orbital gap (spin up / spin down): 0.1476 / 0.1802 hartree

Here are the Löwdin charges for atoms 1 to 5, given in e: Ga 0.32; O 0.03; C -0.20; O 0.05; C -0.08

[6]
# C15H17AlF5O5PSe

A structure of composition C15H17AlF5O5PSe (the ωB97M-V functional and the def2-TZVPD basis, the OMol25 dataset).

Geometry (Å):
Al (-0.81894, 0.09024, 0.17593)
O (-2.03584, -3.26193, -0.97346)
C (-1.91789, -2.20389, -0.42002)
O (-1.57386, -1.06100, -0.99284)
C (-2.04723, -2.03523, 1.13108)
O (-2.50813, -2.86691, 1.85648)
O (-1.49307, -0.89023, 1.52389)
C (1.74429, -2.50669, 0.89937)
P (1.39192, -1.04053, -0.11511)
C (2.89183, -0.01738, 0.03513)
C (1.46502, -1.66699, -1.81936)
H (2.66057, -2.98671, 0.55518)
H (0.91535, -3.21217, 0.81949)
H (1.85330, -2.22241, 1.94590)
H (3.77669, -0.60037, -0.22752)
H (3.00113, 0.35805, 1.05412)
H (2.80697, 0.83610, -0.63948)
H (2.42568, -2.14870, -2.01211)
H (1.32187, -0.83703, -2.51252)
H (0.65025, -2.37573, -1.97754)
F (-5.38577, 4.81372, -1.13623)
C (-4.23782, 4.14939, -1.22978)
C (-3.28702, 4.52550, -2.16059)
F (-3.53215, 5.55976, -2.96074)
C (-2.09383, 3.83443, -2.25855)
F (-1.21051, 4.23626, -3.17292)
C (-1.80522, 2.75120, -1.44297)
Se (-0.18730, 1.77770, -1.55480)
C (-2.78466, 2.41797, -0.53081)
F (-2.56272, 1.35998, 0.31375)
C (-3.98497, 3.07917, -0.39660)
F (-4.88257, 2.70405, 0.51067)
C (-0.33272, 1.66290, 3.92481)
C (-0.36372, 3.03104, 3.20667)
C (-0.01626, 2.71904, 1.74443)
O (-0.10070, 1.27194, 1.64067)
C (0.34290, 0.74892, 2.92485)
H (-1.34189, 1.30203, 4.11750)
H (0.20761, 1.69143, 4.86989)
H (0.36297, 3.72527, 3.62471)
H (-1.34708, 3.49101, 3.28496)
H (0.99766, 3.01799, 1.48239)
H (-0.69756, 3.15389, 1.02265)
H (1.43293, 0.84193, 2.96418)
H (0.04216, -0.28918, 2.98628)

Charge: 0
HOMO energy: -8.4345 eV
Multiplicity: 1
E_tot: -4442.70608 Ha
Relative energy (zero: lowest compared OMol25 entry of this formula, charge and spin): 0.8 kcal per mole
Frontier orbital gap: 0.3122 hartree

Here are the Löwdin charges for atoms 1 to 5, given in e: Al -0.24; O 0.13; C -0.49; O -0.05; C -0.46

Copy entry 1 word for word.
# C15H16BN4O8

A structure of composition C15H16BN4O8 in a non-equilibrium geometry (the ωB97M-V functional and the def2-TZVPD basis, the OMol25 dataset).

Geometry (Å):
C (-4.25889, 3.59379, -2.04525)
C (-3.61403, 2.62026, -1.24383)
C (-3.54963, 1.69214, -0.20409)
C (-2.35311, 0.97022, -0.36066)
C (-1.66681, 1.38451, -1.49443)
B (-0.55273, -0.23914, 1.87297)
O (0.57562, 0.54565, 1.98135)
C (1.49104, -0.55103, 2.51285)
C (0.76555, -1.88807, 2.55288)
C (1.68925, -2.94384, 3.04979)
C (0.27955, -2.15763, 1.06781)
O (-0.53387, -1.07337, 0.66154)
C (-0.47889, -1.56168, 3.52430)
O (-1.34714, -0.53215, 2.97184)
O (-2.39236, 2.41431, -1.97097)
H (-5.24538, 4.03596, -1.82044)
H (-3.60097, 4.46829, -2.12421)
H (-4.42515, 3.14796, -3.02873)
H (-4.27773, 1.53537, 0.57965)
H (-2.03643, 0.23330, 0.37344)
H (2.28013, -0.55149, 1.79104)
H (1.71430, -0.17209, 3.50926)
H (1.13552, -3.84750, 3.03340)
H (2.60066, -3.22071, 2.53069)
H (2.01525, -2.64921, 4.01936)
H (1.09776, -2.32061, 0.34901)
H (-0.39834, -3.00326, 1.06677)
H (-1.08051, -2.46451, 3.66802)
H (-0.02783, -1.14260, 4.43422)
O (3.02083, 0.40874, 0.43778)
N (2.87101, 1.27528, -0.42291)
C (1.66235, 1.30086, -1.37817)
C (0.32703, 0.63616, -1.46259)
C (0.74251, -0.41913, -2.39005)
N (1.01053, -1.77162, -2.40358)
O (1.21140, -2.65095, -1.57008)
O (1.57577, -2.16294, -3.79770)
N (1.67589, -1.02859, -4.53020)
C (1.36085, -0.02186, -3.63364)
N (2.05889, 1.10157, -3.69271)
C (2.27703, 1.77443, -2.59979)
O (3.68731, 2.24325, -0.59987)
H (-0.26459, 0.36496, -0.60493)
H (2.97837, 2.62695, -2.60918)

Charge: -1
HOMO energy: -4.2205 eV
Multiplicity: 1
E_tot: -1426.57823 Ha
Relative energy (zero: lowest compared OMol25 entry of this formula, charge and spin): 21.6 kcal per mole
Frontier orbital gap: 0.2483 hartree

Here are the Löwdin charges for atoms 1 to 5, given in e: C -0.07; C -0.27; C -0.03; C -0.10; C -0.03

Question: What is the E_tot in the second record?
Answer: -5311.56998 Ha

Question: Look up the charge of the fifth one.
Answer: -1